[1]
The following is a quantum chemistry calculation of an isolated molecule of C3H5Br2NO3 at a distorted geometry, from OMol25.

Results
Highest occupied orbital energy in Ha: -0.38008
SMILES: C[C@H](Br)[C@@](O)(Br)[N+](=O)[O-]
E in eV: -150906.09045
Total charge: 0
Frontier orbital gap in eV: 9.63
Max |F| in eV/Å: 2.7
Spin multiplicity: 1

Atoms and positions in Å:
C -0.543240 -0.394637 -0.430348
C 0.744171 -0.858731 0.184442
C 1.412068 0.380745 0.860380
N 1.806581 1.426903 -0.111394
O 2.232588 1.092382 -1.172654
O 1.415156 2.539506 0.175690
O 0.690895 0.984552 1.807435
Br 0.440459 -2.088106 1.662149
Br 3.261693 -0.190182 1.497067
H -1.042055 0.364424 0.271174
H -0.594820 0.005727 -1.441950
H -1.201626 -1.255021 -0.313266
H 1.491513 -1.428971 -0.497654
H 0.865254 1.936157 2.073724

Cartesian forces, eV/Å:
-2.2 0.3 1.5
1.9 0.4 -0.3
1.8 -0.3 1.3
-2.0 0.9 -1.0
1.0 -0.4 -0.9
0.8 0.8 -0.1
-0.9 -0.4 1.3
-0.3 -0.2 -0.1
-0.4 0.2 0.1
0.8 -0.9 -1.0
0.6 -0.2 0.0
-0.3 0.1 -0.7
-1.4 1.4 1.1
0.4 -1.7 -1.2

=====

[2]
The following is a quantum chemistry calculation of an isolated molecule of C3H5Br2P at a distorted geometry, from OMol25.

Results
Highest occupied orbital energy in Ha: -0.35076
SMILES: BrP(Br)C1CC1
E in eV: -152565.10024
Total charge: 0
Frontier orbital gap in eV: 8.81
Max |F| in eV/Å: 2.9
Spin multiplicity: 1

Atoms and positions in Å:
C -0.072228 1.295423 -0.193268
C 1.082092 0.392292 -0.008936
C -0.157007 -0.124141 -0.707677
P -1.542635 -1.208048 0.097097
Br -0.207655 -3.379894 0.180601
Br -1.373288 -0.645629 2.183655
H -0.652542 1.411504 0.705770
H -0.057558 2.120570 -0.900945
H 2.027101 0.214340 -0.528592
H 1.322731 0.259979 0.982596
H -0.369011 -0.336396 -1.810301

Cartesian forces, eV/Å:
0.0 0.5 -1.3
0.5 -0.8 -2.1
-2.5 -1.4 0.5
2.4 -1.1 -1.0
-1.1 1.8 -0.1
0.0 0.1 0.6
0.1 0.6 0.2
-0.1 -0.2 0.1
-0.4 1.1 -0.7
-0.2 -1.2 2.3
1.4 0.5 1.4

=====

[3]
The following is a quantum chemistry calculation of the ion C3H5BrClN2S with charge +1 at a distorted geometry, from OMol25.

Results
Highest occupied orbital energy (alpha / beta) in Ha: -0.48188 / -0.48189
E in eV: -99561.26596
Total charge: +1
Frontier orbital gap (alpha / beta) in eV: 7.04 / 7.04
Max |F| in eV/Å: 1.4
Spin multiplicity: 1

Atoms and positions in Å:
C 1.752387 -2.225679 0.993678
C 0.561508 -1.666514 1.186521
C -0.744918 1.970023 -0.874857
N -0.658720 3.131131 -1.409322
N -1.785609 -1.025338 0.352300
S -0.473617 -1.420265 -0.277573
Cl -0.115369 -1.169992 2.666668
Br 0.872621 0.934976 -0.924731
H 2.438282 -2.418411 1.799767
H 2.077679 -2.507000 0.005099
H -1.501254 3.700475 -1.433641
H 0.163755 3.559532 -1.837519
H -2.586744 -0.862938 -0.246390

Cartesian forces, eV/Å:
-0.4 0.1 -0.2
-0.2 0.1 -0.2
-1.0 -0.8 0.4
0.6 0.7 -0.4
0.2 0.1 0.3
-0.1 -0.3 0.8
0.2 -0.1 -0.2
0.7 0.6 -0.3
0.0 0.0 0.2
0.0 0.0 -0.2
0.1 -0.2 0.1
-0.1 -0.1 0.1
0.0 0.0 -0.5

=====

[4]
The following is a quantum chemistry calculation of a cluster of 2 separate species, C3H5BrF2 in total at a distorted geometry, from OMol25.

Results
Highest occupied orbital energy in Ha: -0.33050
E in eV: -78665.23037
Total charge: 0
Frontier orbital gap in eV: 8.02
Max |F| in eV/Å: 5.4
Spin multiplicity: 1

Atoms and positions in Å:
C -2.026970 0.176643 -1.113965
C -0.675186 0.840107 -0.876499
C 1.865219 -0.323971 1.573449
F 1.876730 0.365738 2.654896
F 2.984724 -0.967081 1.254818
Br 0.572562 0.499312 -2.207522
H -2.528274 0.449256 -2.121953
H -2.760789 0.625392 -0.445864
H -1.896641 -0.845005 -1.171493
H 1.428332 0.359147 0.831519
H 1.160295 -1.179537 1.622615

Cartesian forces, eV/Å:
-0.2 3.9 -2.0
-1.0 -0.2 0.2
-3.9 -2.1 -3.1
1.1 1.3 3.3
2.0 0.6 -0.2
-0.2 -0.2 -0.2
1.3 -0.4 0.9
0.2 -0.8 0.7
0.0 -2.4 0.4
1.0 -0.2 -0.7
-0.2 0.5 0.6

=====

[5]
The following is a quantum chemistry calculation of a structure of composition C3H5BrN2 at a distorted geometry, from OMol25.

Results
Highest occupied orbital energy (alpha / beta) in Ha: -0.31885 / -0.32630
E in eV: -76206.87036
Total charge: 0
Frontier orbital gap (alpha / beta) in eV: 7.10 / 8.93
Max |F| in eV/Å: 3.5
Spin multiplicity: 1

Atoms and positions in Å:
C -1.339131 1.034448 -1.056609
C -0.928105 0.145882 -2.155159
C 0.274702 -1.363010 0.428191
N -0.209853 1.770384 -1.370668
N 0.361347 0.759526 -2.282546
Br -1.644342 -1.335398 -2.960871
H -0.685169 -1.763416 0.308359
H 0.757994 -1.143263 -0.487125
H 0.858040 -1.552516 1.219801
H 0.453823 1.931008 -0.627990
H 0.650313 1.227682 -3.148133

Cartesian forces, eV/Å:
-0.4 -0.2 -0.3
0.6 0.9 0.4
-1.0 0.5 -2.6
0.6 -1.0 0.1
-0.7 0.2 -0.5
0.3 0.2 0.0
-1.2 -0.4 0.3
0.5 0.4 -0.7
1.8 -0.5 3.0
-0.1 0.6 0.4
-0.3 -0.6 -0.1

=====

[6]
The following is a quantum chemistry calculation of the ion C3H5BrN3 with charge +1 at a distorted geometry, from OMol25.

Results
Highest occupied orbital energy in Ha: -0.53849
SMILES: C[n+]1[nH]cnc1Br
E in eV: -77695.90352
Total charge: +1
Frontier orbital gap in eV: 9.84
Max |F| in eV/Å: 6.1
Spin multiplicity: 1

Atoms and positions in Å:
C 0.128876 1.958213 0.226799
C -0.607585 0.240369 1.248490
C 0.163652 -1.593990 -0.687845
N -0.427308 1.561337 1.372170
N 0.340384 0.925999 -0.667348
N -0.102697 -0.252268 -0.137209
Br -1.210635 -0.980689 2.554434
H 0.309743 3.005314 0.117490
H 0.502614 -2.170836 0.263320
H -0.718299 -2.166556 -1.175299
H 0.955583 -1.382965 -1.438042
H 0.665672 0.856073 -1.676962

Cartesian forces, eV/Å:
-0.2 -1.7 -0.8
1.5 -1.4 -3.0
0.0 -0.9 1.0
-0.1 -2.6 -1.0
-0.2 0.2 -0.2
-2.2 3.1 4.8
0.4 1.0 -1.2
0.5 0.2 -0.9
-0.2 0.6 -2.1
1.2 1.5 0.9
-0.3 -0.9 0.6
-0.4 0.9 1.8